# 1
Here is 5 unconnected molecules or ions with the total composition C56H53BClN5O10S in a non-equilibrium geometry from the Open Molecules 2025 dataset. Energies are from the ωB97M-V functional and the def2-TZVPD basis.

Geometry as ORCA input:
```
! RIJCOSX wB97M-V def2-TZVPD def2/J DEFGRID3
* xyz 0 1
C 2.39 4.72 3.16
C 3.36 4.00 2.06
O 2.64 3.69 0.83
C 2.38 2.28 0.72
C 0.92 1.85 1.10
C 0.62 0.32 1.02
C 1.64 -0.78 0.61
C 1.15 -2.28 0.60
C 0.46 -3.02 -0.57
C 0.01 -4.51 -0.41
C 0.26 -5.33 0.90
C 0.94 -4.59 2.08
C 1.37 -3.11 1.92
C 3.08 -0.29 0.23
B 4.13 -1.48 -0.19
C 3.87 -2.24 -1.62
O 5.27 -1.85 0.62
C 3.48 1.24 0.25
C 4.95 1.74 -0.18
Cl 6.04 2.06 1.30
C 4.90 3.04 -1.15
C 3.79 2.94 -2.30
S -1.14 -0.18 1.42
C -2.08 1.21 0.60
C -3.39 0.97 -0.20
C -4.04 -0.48 -0.41
C -4.25 -1.31 0.96
C -5.71 -1.92 1.14
C -6.99 -1.09 0.84
C -8.36 -1.80 1.11
C -8.47 -3.26 1.64
C -7.18 -4.08 1.90
C -5.79 -3.40 1.65
C -4.09 2.21 -0.85
C -3.44 3.63 -0.66
C -2.11 3.83 0.15
C -1.40 2.62 0.78
N -0.13 2.81 1.53
H 1.30 4.42 3.02
H 2.76 4.30 4.18
H 2.52 5.85 3.15
H 3.85 3.09 2.56
H 4.14 4.80 1.78
H 0.25 -2.48 -1.55
H -0.49 -5.10 -1.26
H -0.04 -6.43 1.02
H 1.14 -5.13 3.08
H 1.87 -2.58 2.82
H 4.31 -3.31 -1.50
H 2.75 -2.38 -1.83
H 4.35 -1.66 -2.49
H 6.09 -1.75 0.09
H 5.52 0.94 -0.78
H 4.76 4.00 -0.52
H 5.92 3.16 -1.67
H 3.66 1.86 -2.67
H 4.12 3.55 -3.22
H 2.76 3.33 -1.97
H -3.38 -1.10 -1.13
H -5.04 -0.35 -0.97
H -3.52 -2.20 0.95
H -3.94 -0.67 1.87
H -6.88 -0.03 0.45
H -9.31 -1.20 0.91
H -9.48 -3.76 1.85
H -7.21 -5.16 2.27
H -4.86 -4.02 1.88
H -5.04 2.14 -1.48
H -3.93 4.57 -1.10
H -1.67 4.89 0.28
H -0.32 2.60 2.53
O 1.52 -3.52 -3.45
N 2.18 -4.19 -4.24
O 3.21 -3.81 -4.77
C 1.69 -5.53 -4.57
C 0.49 -5.98 -4.02
C 0.02 -7.25 -4.35
C 0.74 -8.05 -5.23
C 1.94 -7.60 -5.78
C 2.42 -6.33 -5.45
H -0.08 -5.37 -3.33
H -0.91 -7.61 -3.93
H 0.37 -9.03 -5.50
H 2.50 -8.23 -6.46
H 3.35 -5.99 -5.88
O -8.47 6.48 0.29
N -8.34 6.91 1.43
O -9.10 7.71 1.95
C -7.21 6.42 2.22
C -6.30 5.53 1.65
C -5.21 5.10 2.40
C -5.04 5.54 3.71
C -5.96 6.42 4.28
C -7.05 6.87 3.53
H -6.43 5.18 0.64
H -4.50 4.41 1.96
H -4.19 5.20 4.29
H -5.82 6.77 5.30
H -7.75 7.56 3.99
O 3.19 4.44 -6.69
N 3.36 5.16 -5.71
O 4.27 5.02 -4.90
C 2.41 6.25 -5.50
C 1.34 6.42 -6.38
C 0.43 7.45 -6.16
C 0.59 8.30 -5.07
C 1.67 8.13 -4.20
C 2.58 7.11 -4.41
H 1.21 5.76 -7.23
H -0.41 7.58 -6.83
H -0.13 9.10 -4.89
H 1.79 8.80 -3.35
H 3.41 6.99 -3.73
O 3.49 -8.21 2.40
N 3.43 -8.46 3.60
O 2.92 -9.47 4.07
C 3.98 -7.48 4.53
C 4.53 -6.30 4.04
C 5.04 -5.36 4.93
C 5.00 -5.60 6.30
C 4.46 -6.79 6.79
C 3.95 -7.73 5.90
H 4.57 -6.09 2.97
H 5.46 -4.43 4.56
H 5.39 -4.86 6.99
H 4.43 -6.97 7.85
H 3.53 -8.65 6.29
*
```

- HOMO energy: -0.2978 Eh
- Orbital gap: 0.27410 hartree
- F_max: 4.88 eV/A
- SMILES string: CCOc1c2c(c(-c3ccccc3)c(B(C)O)c1[C@H](Cl)CC)Sc1c(CCc3ccccc3)cccc1N2.O=[N+]([O-])c1ccccc1.O=[N+]([O-])c1ccccc1.O=[N+]([O-])c1ccccc1.O=[N+]([O-])c1ccccc1


# 2
Here is 3 unconnected molecules or ions with the total composition C56H56BBrF9N2O5 in a non-equilibrium geometry from the Open Molecules 2025 dataset. Energies are from the ωB97M-V functional and the def2-TZVPD basis.

Geometry as ORCA input:
```
! RIJCOSX wB97M-V def2-TZVPD def2/J DEFGRID3
* xyz 1 1
C 1.47 0.71 2.42
C 1.73 1.66 3.13
C 1.88 3.02 3.93
C 2.11 4.13 2.86
C 3.52 4.22 2.30
C 4.63 3.26 2.84
C 5.55 3.88 3.98
C 5.15 3.46 5.45
Br 5.71 5.85 3.96
C 3.77 5.26 1.22
C 5.22 5.30 0.62
C 5.12 4.72 -0.89
C 2.65 6.15 0.81
C 2.99 7.23 -0.29
C 2.48 6.80 -1.76
C 3.18 7.68 -2.89
F 4.57 7.43 -2.92
F 3.03 9.01 -2.49
C 2.62 7.37 -4.35
F 3.72 7.34 -5.21
F 2.09 6.07 -4.40
C 1.60 8.42 -4.93
F 2.14 9.70 -5.07
F 1.32 8.01 -6.24
C 0.19 8.49 -4.20
F 0.22 9.05 -2.94
F -0.61 9.32 -4.98
F -0.47 7.27 -4.17
N 1.35 6.02 1.37
B 0.26 6.95 0.83
O 0.33 8.35 0.92
N -0.93 6.33 0.25
C -0.66 5.61 -1.02
C -2.04 7.32 0.12
C 1.05 5.08 2.37
C -0.36 4.94 3.04
C -1.10 3.71 2.35
C -2.41 3.24 3.14
C -3.11 2.14 2.21
C -2.36 0.73 2.25
C -2.57 -0.11 0.92
C -1.75 0.55 -0.29
H 1.46 -0.18 1.75
H 0.94 3.11 4.53
H 2.73 2.87 4.64
H 5.32 3.02 1.96
H 4.25 2.27 3.20
H 6.60 3.48 3.81
H 4.20 4.03 5.71
H 4.91 2.36 5.58
H 5.90 3.78 6.24
H 5.56 6.38 0.52
H 6.00 4.79 1.24
H 5.86 3.90 -1.09
H 5.27 5.54 -1.64
H 4.07 4.30 -1.03
H 4.11 7.37 -0.41
H 2.61 8.26 -0.01
H 2.58 5.70 -1.95
H 1.39 7.11 -1.79
H 0.84 8.63 1.71
H -1.55 4.95 -1.23
H -0.58 6.38 -1.85
H 0.26 4.95 -0.96
H -2.15 7.82 1.14
H -3.01 6.80 -0.11
H -1.83 8.15 -0.61
H -0.99 5.86 3.03
H -0.17 4.72 4.15
H -0.44 2.82 2.17
H -1.45 4.08 1.34
H -2.18 2.73 4.12
H -3.11 4.13 3.24
H -2.99 2.53 1.14
H -4.21 2.01 2.42
H -1.24 0.83 2.40
H -2.85 0.15 3.09
H -3.65 -0.31 0.66
H -2.07 -1.13 1.09
H -0.80 0.98 0.16
H -2.36 1.40 -0.72
H -1.49 -0.21 -1.09
C -3.98 -3.93 -4.88
C -4.16 -5.25 -5.30
C -4.38 -6.25 -4.36
C -4.40 -5.94 -3.00
C -4.20 -4.63 -2.58
C -4.01 -3.62 -3.53
C -4.18 -4.29 -1.14
O -4.01 -3.14 -0.77
C -4.37 -5.38 -0.15
C -4.29 -5.09 1.21
C -4.47 -6.10 2.15
C -4.74 -7.40 1.72
C -4.81 -7.70 0.37
C -4.61 -6.69 -0.57
C -4.65 -7.02 -2.01
O -4.88 -8.16 -2.38
H -3.82 -3.15 -5.61
H -4.13 -5.49 -6.35
H -4.52 -7.27 -4.69
H -3.86 -2.59 -3.21
H -4.09 -4.08 1.55
H -4.41 -5.88 3.21
H -4.89 -8.19 2.45
H -5.01 -8.71 0.05
C -1.39 -12.26 -3.42
C -2.35 -11.30 -3.12
C -2.13 -10.39 -2.10
C -0.95 -10.44 -1.37
C 0.01 -11.41 -1.65
C -0.21 -12.31 -2.69
C 1.25 -11.50 -0.85
O 2.09 -12.35 -1.10
C 1.45 -10.55 0.27
C 2.58 -10.66 1.07
C 2.79 -9.77 2.12
C 1.86 -8.76 2.36
C 0.73 -8.65 1.56
C 0.51 -9.55 0.53
C -0.72 -9.44 -0.29
O -1.53 -8.56 -0.08
H -1.56 -12.97 -4.23
H -3.28 -11.27 -3.69
H -2.89 -9.64 -1.88
H 0.54 -13.06 -2.93
H 3.31 -11.45 0.89
H 3.67 -9.86 2.74
H 2.03 -8.05 3.17
H 0.01 -7.86 1.76
*
```

- HOMO energy: -0.3924 Eh
- Orbital gap: 0.24963 hartree
- F_max: 3.19 eV/A


Number 1: LUMO level -0.64 eV. Number 2: LUMO level -3.88 eV.